Record 1
This record from OMol25 describes the molecule C8H10NP in a non-equilibrium geometry. The level of theory is wB97M-V/def2-TZVPD.

Structure (ORCA input):
```
! wB97M-V def2-TZVPD RIJCOSX def2/J DEFGRID3
* xyz 0 1
C 0.7082 1.8827 -1.5718
C -0.2168 -0.4379 -1.6280
C 0.7253 2.8170 -0.6087
C -0.5624 0.2103 1.4205
C 0.1085 0.6753 -1.0061
C -0.1428 0.9918 0.4127
C -1.5749 -1.8263 -0.2536
C 0.7805 -2.2435 1.1539
N 0.2173 2.3169 0.5665
P -0.9359 -1.5716 1.3758
H 1.0135 1.9874 -2.5930
H -0.0973 -0.8183 -2.6159
H 1.0635 3.8355 -0.6552
H -0.6676 0.6499 2.4041
H -2.5175 -1.3564 -0.4825
H -1.4161 -2.7908 -0.7055
H 1.2125 -1.8451 0.2395
H 0.7348 -3.3283 1.1010
H 1.3901 -1.9594 2.0072
H 0.1773 2.8106 1.4392
*
```

Calculated values
- electronic energy (hartree) = -706.79783
- frontier orbital gap (spin up / spin down) (eV) = 7.7 / 7.7
- relative energy (zero: lowest compared OMol25 entry of this formula, charge and spin) (kJ/mol) = 278.6



Record 2
This record from OMol25 describes a cluster of 11 separate species, C23H68N10O11 in total in a non-equilibrium geometry. The level of theory is wB97M-V/def2-TZVPD.

Structure (ORCA input):
```
! wB97M-V def2-TZVPD RIJCOSX def2/J DEFGRID3
* xyz 0 1
N -0.8155 -0.7859 4.0344
C 0.1375 -0.7198 5.0189
N 1.2516 0.0109 4.7117
O -0.0058 -1.2746 6.0991
H -1.6523 -1.2980 4.2378
H -0.5517 -0.5860 3.0804
H 1.4709 0.3695 3.7961
H 1.7671 0.4010 5.4790
N -0.7796 1.3622 -5.6630
C -0.3173 1.2166 -4.3811
N -1.2188 1.5112 -3.3951
O 0.8072 0.7993 -4.1386
H -0.1632 1.1279 -6.4173
H -1.7508 1.5171 -5.8570
H -0.9563 1.2677 -2.4571
H -2.1845 1.7121 -3.5805
N 2.8279 3.2551 1.4161
C 2.8096 3.3101 2.7793
N 1.5766 3.1028 3.3430
O 3.8228 3.4964 3.4423
H 2.0762 2.8860 0.8612
H 3.7003 3.4101 0.9480
H 0.7142 3.1369 2.8233
H 1.5774 3.0351 4.3433
N 3.0958 1.4548 -2.6267
C 3.3636 2.6764 -2.0931
N 4.6977 2.9777 -1.9611
O 2.4890 3.4618 -1.7286
H 3.8521 0.8919 -2.9669
H 2.1214 1.2366 -2.8132
H 5.0045 3.8758 -1.6429
H 5.3817 2.3054 -2.2542
N -2.1430 3.9196 0.2037
C -0.8268 3.5803 0.1358
N -0.1797 3.7340 -1.0421
O -0.2812 3.0787 1.1314
H -2.6159 3.6851 1.0571
H -2.5812 4.3064 -0.6101
H 0.8367 3.6548 -1.0513
H -0.6913 4.1863 -1.7778
C -6.5794 0.7994 -1.0122
C -5.1441 0.4235 -1.3623
C -4.8918 -1.0634 -1.1414
O -4.8568 0.7238 -2.7391
H -6.6714 1.8363 -0.6856
H -6.9731 0.1788 -0.2032
H -7.2461 0.6633 -1.8661
H -4.4725 0.9889 -0.7200
H -5.7330 -1.6902 -1.4512
H -4.8049 -1.2539 -0.0632
H -3.9675 -1.4185 -1.5918
H -5.4264 0.1526 -3.2641
C -1.5207 -0.5187 0.3893
C -0.0173 -0.3701 0.4536
C 0.5869 0.1766 -0.8189
O 0.3725 0.4292 1.5717
H -1.8646 -1.1031 -0.4666
H -2.0939 0.4155 0.3331
H -1.9342 -1.0011 1.2804
H 0.3856 -1.3419 0.7465
H 1.5962 0.5471 -0.6336
H 0.0022 1.0170 -1.2054
H 0.6625 -0.5693 -1.6129
H 0.0158 1.3257 1.4710
C -4.3676 1.6877 2.0203
C -4.3510 2.8518 2.9947
C -3.0030 3.0060 3.6911
O -4.6569 4.0265 2.1958
H -3.8762 0.8571 2.5348
H -3.7330 1.9647 1.1784
H -5.3533 1.3968 1.6701
H -5.0863 2.7774 3.8040
H -2.7588 2.0945 4.2396
H -3.0313 3.8569 4.3783
H -2.1537 3.2250 3.0353
H -4.6124 4.7820 2.7917
C 0.0017 -4.1367 -1.6683
C -1.3999 -4.1302 -2.2404
C -1.6319 -2.8580 -3.0320
O -1.5228 -5.2202 -3.1758
H 0.1615 -5.0835 -1.1278
H 0.1557 -3.4202 -0.8561
H 0.7576 -4.0873 -2.4466
H -2.2096 -4.2328 -1.5114
H -1.5400 -2.0131 -2.3499
H -2.5657 -2.7882 -3.5960
H -0.9082 -2.7517 -3.8471
H -1.3646 -6.0300 -2.6797
C 5.7641 -2.2191 -1.3549
C 4.5173 -2.5786 -2.1595
C 3.3665 -1.6750 -1.7968
O 4.7075 -2.4103 -3.5670
H 5.6166 -2.5967 -0.3422
H 5.9365 -1.1412 -1.3000
H 6.6780 -2.6773 -1.7415
H 4.3532 -3.6476 -1.9812
H 3.1520 -1.6108 -0.7308
H 2.4416 -2.0626 -2.2363
H 3.5631 -0.7036 -2.2495
H 5.3128 -3.0693 -3.9154
C 2.0118 -3.2838 1.9103
C 3.4487 -3.1232 2.3344
C 3.6868 -3.3698 3.8274
O 4.2770 -3.9791 1.5379
H 1.5543 -4.1549 2.3865
H 1.9081 -3.3879 0.8296
H 1.4458 -2.4042 2.2201
H 3.7553 -2.0861 2.1212
H 4.7636 -3.3986 3.9979
H 3.2863 -4.3560 4.0677
H 3.2237 -2.5785 4.4132
H 5.1881 -3.8967 1.8337
*
```

Calculated values
- electronic energy (hartree) = -2292.54353
- frontier orbital gap (eV) = 9.3
- relative energy (zero: lowest compared OMol25 entry of this formula, charge and spin) (kJ/mol) = 43.4



Record 3
This record from OMol25 describes a structure of composition C4H5NO in a non-equilibrium geometry. The level of theory is wB97M-V/def2-TZVPD.

Structure (ORCA input):
```
! wB97M-V def2-TZVPD RIJCOSX def2/J DEFGRID3
* xyz 0 1
N -1.8967 2.5952 -0.0406
C -1.4324 1.5359 -0.2013
C -0.4876 0.5304 -0.5602
C 0.3324 -0.2078 0.4790
C 0.8176 -1.5935 0.3244
O 1.6711 -0.4894 0.0918
H -0.2072 1.8402 -0.7390
H -0.6325 -0.0095 -1.5058
H 0.2291 0.1652 1.4977
H 1.0608 -2.1899 1.2093
H 0.5453 -2.1769 -0.5552
*
```

Calculated values
- electronic energy (hartree) = -285.25964
- frontier orbital gap (eV) = 10.4
- relative energy (zero: lowest compared OMol25 entry of this formula, charge and spin) (kJ/mol) = 406.8



Record 4
This record from OMol25 describes a cluster of 3 separate species, C6H18O3 in total in a non-equilibrium geometry. The level of theory is wB97M-V/def2-TZVPD.

Structure (ORCA input):
```
! wB97M-V def2-TZVPD RIJCOSX def2/J DEFGRID3
* xyz 0 1
C -3.0293 -2.7722 -10.1313
C -4.5453 -3.0944 -10.0147
C -4.8254 -4.1086 -11.0759
O -4.9124 -3.5705 -8.7713
H -2.7762 -1.7797 -9.7585
H -2.7762 -2.6871 -11.1881
H -2.3296 -3.5118 -9.7422
H -4.9977 -2.1497 -10.3163
H -5.9105 -4.1473 -11.1711
H -4.3562 -5.0484 -10.7848
H -4.3532 -3.8952 -12.0349
H -4.7003 -2.9110 -8.1067
C -7.4388 -0.5425 -7.2529
C -7.1634 -0.3864 -5.7426
C -7.1521 -1.7678 -5.0790
O -5.9605 0.2396 -5.5612
H -8.2877 -1.2175 -7.3611
H -6.5473 -0.7941 -7.8274
H -7.6850 0.4274 -7.6850
H -7.9087 0.3100 -5.3582
H -8.1969 -1.9746 -4.8468
H -6.6974 -1.8481 -4.0916
H -6.5732 -2.5271 -5.6047
H -6.1281 1.1805 -5.4702
O -4.3272 -2.0909 -6.6805
H -4.2695 -2.3941 -5.7744
H -4.9185 -1.3391 -6.6448
*
```

Calculated values
- electronic energy (hartree) = -465.08456
- frontier orbital gap (eV) = 9.9
- relative energy (zero: lowest compared OMol25 entry of this formula, charge and spin) (kJ/mol) = 66.5



Question: Look up the electronic energy of the first one.
Answer: -706.79783 hartree